(1)
A single C19H22N4O3S molecule, computed with the ωB97M-V functional and the def2-TZVPD basis.

The value obtained for the orbital gap is 8.43 eV. The HOMO energy is -8.0 eV. For the energy above the lowest of the compared OMol25 structures with the same formula, charge and spin, the calculation gives 159.3 kJ/mol. As for the SMILES: CN(C)c1cccc(C(=O)Nc2cccc(S(=O)(=O)NC3=NCCC3)c2)c1.

Positions of all 49 atoms, in Å:
C  -4.01  -0.31  2.23
C  1.09  -1.92  0.99
H  -3.94  1.89  4.14
O  3.23  -0.29  0.01
C  3.81  1.98  -1.58
H  -2.29  -1.08  3.25
H  6.49  5.37  -2.80
H  -3.02  0.00  5.23
C  2.76  1.11  -1.85
N  -4.61  0.77  2.54
H  -4.39  -0.21  0.25
C  -3.84  -0.28  4.58
H  1.33  0.46  -3.34
C  0.39  -2.82  1.77
H  6.13  4.21  -4.09
H  -3.72  -2.11  3.36
C  -3.38  -1.08  3.36
H  0.91  -3.42  2.49
H  4.29  1.88  -0.62
H  3.82  3.69  -4.49
C  3.54  2.98  -3.73
H  4.90  5.38  -3.57
C  -1.63  -2.17  0.68
O  -3.70  -2.33  -0.93
C  6.02  3.64  -1.02
H  5.39  3.76  -0.13
H  0.50  0.24  -1.45
H  -4.56  -0.84  5.17
H  -5.52  1.15  4.36
H  -1.50  -0.70  -0.84
H  6.80  4.40  -0.98
C  -0.95  -1.28  -0.11
N  -3.89  -0.75  0.94
N  1.09  -0.24  -0.78
H  -1.56  -3.65  2.21
C  2.42  0.13  -0.79
N  5.23  3.82  -2.21
C  -0.99  -2.96  1.62
C  5.71  4.73  -3.22
H  2.03  2.14  -4.97
C  2.11  1.16  -3.08
S  -3.39  -2.28  0.46
C  -4.52  0.98  3.97
H  6.49  2.65  -0.98
H  2.16  -1.82  1.11
C  0.44  -1.14  0.04
O  -3.94  -3.28  1.34
C  2.52  2.10  -4.01
C  4.22  2.94  -2.50

Results of the natural (NBO) charge analysis, in e, for atoms 1 through 2: 0.4322, -0.2135



(2)
7 unconnected molecules or ions with the total composition C9H32N10O7, computed with the ωB97M-V functional and the def2-TZVPD basis.

The value obtained for the orbital gap is 8.35 eV. The HOMO energy is -8.5 eV. For the energy above the lowest of the compared OMol25 structures with the same formula, charge and spin, the calculation gives 38.1 kJ/mol. As for the SMILES: NC(N)=O.NC(N)=O.NC(N)=O.NC(N)=O.NC(N)=O.CCO.CCO.

Positions of all 58 atoms, in Å:
H  -0.71  -2.54  2.77
H  2.35  -1.42  -0.34
H  -2.68  3.68  2.62
O  0.74  -5.58  0.85
H  -3.52  -0.28  -3.27
C  0.43  -4.40  0.72
H  4.74  2.72  -1.83
H  0.80  -2.47  1.28
O  -2.95  -2.48  1.49
N  -3.68  -3.67  3.28
H  -0.45  1.47  1.99
H  -2.70  4.56  1.16
H  0.86  3.57  2.78
C  -2.24  0.81  -1.90
H  -1.37  0.34  -2.36
H  -2.32  0.26  -0.96
H  -0.92  -0.20  2.38
C  -2.13  3.79  1.69
H  -1.63  -3.09  4.21
H  0.72  2.01  0.45
N  5.21  -1.74  -1.73
H  -0.87  -3.02  -0.03
C  3.03  2.23  -2.69
H  1.24  2.21  -3.67
N  4.02  3.13  -2.41
H  -0.52  5.16  2.36
N  -0.62  -4.00  -0.04
H  6.05  -2.28  -1.68
H  -0.29  4.48  0.79
C  -2.73  -2.94  2.59
N  3.10  -1.28  -0.99
H  -4.49  -3.94  2.75
H  -5.21  1.49  -2.89
O  4.28  -3.06  -0.14
H  -3.36  1.35  -3.65
O  3.10  1.03  -2.48
N  1.05  -3.43  1.46
C  -3.46  0.70  -2.77
H  1.31  0.95  -0.80
H  -2.29  2.90  1.07
O  -4.70  1.10  -2.17
H  3.82  4.09  -2.57
N  0.73  1.11  0.00
N  1.94  2.80  -3.26
H  -2.11  1.86  -1.65
C  4.18  -2.11  -0.90
C  -0.70  4.26  1.78
H  1.83  -3.72  2.01
O  0.02  3.20  2.48
H  5.02  -1.13  -2.50
H  3.17  -0.35  -1.40
H  1.87  3.77  -3.52
O  -0.04  -1.04  0.14
H  -1.21  -4.75  -0.34
H  -3.63  -3.82  4.27
C  0.00  0.10  0.58
N  -0.58  0.49  1.74
N  -1.53  -2.89  3.23

Results of the natural (NBO) charge analysis, in e, for atoms 1 through 2: 0.4194, 0.4056



(3)
A molecular structure, C24H16Cl5IrN3O4S, computed with the ωB97M-V functional and the def2-TZVPD basis.

Its charge is +2. The value obtained for the orbital gap (alpha / beta) is 6.39 / 4.58 eV. The HOMO energy (alpha / beta) is -14.7 / -14.7 eV. Its expectation value of S² is 0.77. Its spin multiplicity is 2.

Positions of all 54 atoms, in Å:
N  0.86  0.09  1.45
N  2.14  0.56  1.51
S  2.79  -0.95  -2.20
C  -2.99  2.59  -1.17
H  -0.73  -4.27  3.92
C  -0.41  -3.38  3.41
H  4.41  1.59  0.36
C  -3.81  4.71  -0.42
Cl  -3.82  1.18  -3.14
Cl  -1.59  3.76  0.81
H  -1.10  -0.06  3.22
Cl  -6.00  5.89  -1.45
C  0.65  -3.44  2.51
C  -2.86  3.69  -0.33
C  -4.85  4.64  -1.36
C  1.49  -2.13  -1.99
C  3.07  0.15  2.56
H  3.75  2.93  1.30
H  -1.75  -4.14  -1.65
C  1.59  -3.48  -1.75
O  3.36  -0.58  -0.95
C  -0.93  -2.20  -2.00
N  1.74  0.32  -2.63
O  3.57  -1.25  -3.35
C  2.30  1.54  0.61
H  0.43  -5.25  -1.43
O  -1.02  0.41  0.20
Cl  -6.18  3.43  -3.42
C  0.26  -1.48  -2.12
C  -1.05  -2.17  3.66
C  -4.01  2.58  -2.10
O  -0.43  0.82  -2.42
H  2.55  -3.98  -1.67
H  0.90  2.42  -0.85
C  0.43  -1.10  2.12
C  0.21  0.78  0.48
H  3.69  -0.68  2.23
H  1.15  -4.38  2.33
C  -0.63  -1.02  3.02
H  1.89  -2.33  1.14
C  3.57  2.28  0.45
H  -1.90  -1.73  -2.14
C  -0.84  -3.56  -1.74
C  0.45  -0.07  -2.40
H  -1.87  -2.13  4.36
C  0.40  -4.19  -1.62
H  2.49  -0.15  3.44
Cl  -3.71  6.05  0.63
C  1.10  1.70  -0.07
H  3.53  2.89  -0.45
C  -4.96  3.55  -2.24
C  1.07  -2.30  1.85
Ir  -2.10  0.86  -1.36
H  3.69  1.00  2.82

Results of the natural (NBO) charge analysis, in e, for atoms 1 through 2: -0.1983, -0.1213



(4)
A single C19H27ClN6O2 molecule, computed with the ωB97M-V functional and the def2-TZVPD basis.

The value obtained for the orbital gap is 9.03 eV. The HOMO energy is -9.1 eV. For the energy above the lowest of the compared OMol25 structures with the same formula, charge and spin, the calculation gives 27.4 kJ/mol. As for the SMILES: Cc1ccn([C@H](C)C(=O)N[C@H](CNC(=O)c2nc(C)ncc2Cl)CC(C)C)n1.

Positions of all 55 atoms, in Å:
C  3.40  1.33  1.34
H  1.23  3.61  -1.36
N  -1.28  2.32  -2.45
H  -2.33  -4.59  4.21
H  -3.15  -2.87  0.97
H  -2.00  4.95  -3.78
C  -1.58  0.13  -1.49
C  2.52  2.11  -0.52
C  -1.13  4.62  -3.22
H  4.36  -1.68  -0.43
H  3.87  1.14  2.29
H  -3.55  -4.23  2.01
O  1.30  -2.67  1.86
H  2.72  -1.79  -1.09
N  2.87  0.34  0.61
C  3.33  -1.94  -0.20
H  -2.92  -0.29  0.88
N  0.39  -0.72  1.13
H  -1.33  1.73  -0.29
H  -1.12  -3.70  2.20
H  -1.30  4.84  -2.16
H  -1.20  -1.93  0.55
N  2.32  0.79  -0.54
Cl  -0.24  -1.13  -4.12
H  -2.66  -2.94  4.73
H  0.57  0.05  0.50
C  -1.89  0.06  0.94
H  3.50  3.49  0.93
C  -1.34  -1.64  2.69
C  -0.57  0.53  -3.81
C  2.81  -1.08  0.94
H  1.70  2.32  -2.47
H  -0.27  5.17  -3.59
C  -1.00  -1.14  1.28
N  -1.51  0.74  -0.29
C  3.19  2.50  0.65
H  2.86  3.58  -2.04
O  -1.95  -1.02  -1.66
C  -1.96  -3.57  4.17
H  3.44  -1.21  1.82
N  -0.40  2.77  -4.59
C  -3.20  -3.20  2.01
H  -2.10  -0.99  3.14
C  -0.22  1.47  -4.77
C  1.41  -1.56  1.36
C  -1.86  -3.08  2.72
H  -3.96  -2.59  2.52
H  0.22  1.15  -5.70
H  3.28  -2.99  0.09
H  -1.82  0.79  1.74
C  -0.92  3.15  -3.43
H  -0.99  -3.53  4.66
C  -1.12  1.01  -2.63
H  -0.45  -1.56  3.32
C  2.05  2.95  -1.66

Results of the natural (NBO) charge analysis, in e, for atoms 1 through 2: -0.0202, 0.2176



(5)
7 unconnected molecules or ions with the total composition C15H44ClO7PS6, computed with the ωB97M-V functional and the def2-TZVPD basis.

The value obtained for the orbital gap is 8.67 eV. The HOMO energy is -8.3 eV. For the energy above the lowest of the compared OMol25 structures with the same formula, charge and spin, the calculation gives 0.0 kJ/mol.

Positions of all 74 atoms, in Å:
H  -1.50  -7.09  -2.25
H  -0.38  -5.96  -1.42
H  -2.18  -4.29  -1.10
H  4.71  5.97  -3.13
H  4.61  -5.20  -2.22
H  2.84  -1.57  3.23
H  -2.81  -4.95  7.40
H  0.29  -3.22  0.86
H  2.01  -3.62  1.06
O  -2.34  -2.62  5.70
H  2.80  7.68  -2.82
C  6.43  -3.58  -0.86
H  -7.13  7.15  -1.78
H  -2.78  -6.13  6.08
O  -4.70  4.63  -1.10
H  -6.40  5.71  0.88
O  4.15  -4.12  0.35
H  -7.40  5.42  -1.38
H  -2.50  -5.48  3.58
O  2.00  -1.09  -0.20
H  -6.62  5.88  -2.92
H  6.63  -4.65  -0.89
H  6.83  -3.09  -1.75
H  6.88  -3.14  0.02
C  -2.41  -5.16  6.41
S  -2.31  -6.46  -0.09
O  4.55  7.13  0.24
S  -5.11  6.06  -1.10
S  4.66  -3.29  -0.78
H  5.81  7.12  -2.30
H  -2.33  -3.81  3.02
C  3.19  8.01  -1.86
P  1.58  1.47  -2.07
C  5.17  6.24  -2.18
H  -4.80  6.41  1.22
C  1.19  -3.01  1.43
H  -0.67  0.56  -1.73
S  3.88  6.60  -0.98
H  5.75  5.41  -1.80
H  -1.04  3.30  0.16
C  -2.07  3.24  -0.19
H  -0.46  -7.68  -0.93
H  -2.55  1.51  -1.42
C  -2.17  2.52  -1.52
H  -1.32  -5.15  6.44
Cl  1.90  3.46  -2.58
H  -2.43  4.26  -0.29
O  -0.93  2.57  -2.23
H  4.72  -3.67  -3.14
C  -1.03  -6.83  -1.30
H  3.97  8.77  -2.00
C  3.09  -1.31  2.20
H  1.61  1.44  -0.66
C  -0.27  1.33  -2.38
C  -2.97  -5.03  -0.96
H  -3.38  -5.34  -1.92
H  -2.90  3.06  -2.13
C  4.26  -4.17  -2.29
H  -1.06  -4.53  4.05
C  -5.66  6.45  0.56
O  -1.62  -5.94  1.12
H  -2.66  2.77  0.58
C  -2.13  -4.49  3.84
S  1.59  -1.28  1.22
H  3.53  -0.31  2.17
S  -3.00  -3.88  5.29
H  -0.34  1.03  -3.42
H  3.78  -2.03  1.78
H  2.39  8.42  -1.26
H  -6.09  7.45  0.57
H  -3.77  -4.61  -0.35
H  1.00  -3.22  2.48
H  3.18  -4.15  -2.41
C  -6.73  6.14  -1.87

Results of the Mulliken charge analysis, in e, for atoms 1 through 2: 0.3896, 0.2090



(6)
A molecular structure, C20H31IN5RhSSi2, computed with the ωB97M-V functional and the def2-TZVPD basis.

The value obtained for the orbital gap (alpha / beta) is 5.59 / 5.59 eV. The HOMO energy (alpha / beta) is -6.7 / -6.7 eV. For the energy above the lowest of the compared OMol25 structures with the same formula, charge and spin, the calculation gives 20.1 kJ/mol.

Positions of all 61 atoms, in Å:
H  3.25  0.83  2.49
C  -1.43  -0.51  -2.94
H  -3.55  -0.01  3.22
H  3.12  -2.08  -2.67
C  0.93  0.02  -0.27
H  -0.24  -3.56  -2.95
N  -2.07  -0.06  -0.74
H  2.82  0.42  -3.09
I  -2.46  -4.90  -1.12
C  1.39  -1.89  2.53
C  2.43  -1.48  -2.09
H  2.80  3.13  0.02
H  -0.83  -4.25  0.87
H  -0.17  4.17  -0.98
H  1.52  -3.15  -1.13
C  -2.89  -0.10  1.30
H  2.22  1.85  3.49
H  -0.64  4.31  2.15
H  2.68  3.27  1.77
H  0.01  3.08  3.23
C  -0.55  -2.61  -3.36
H  -0.87  1.10  3.88
H  0.14  0.06  4.88
C  -0.79  -3.91  -0.17
C  0.60  0.70  0.88
C  -0.38  0.13  3.91
C  -0.88  -1.11  -5.18
Rh  -1.21  -1.93  -0.43
H  -1.13  -0.65  3.88
H  -1.48  2.77  2.33
C  -2.02  0.38  -1.94
C  1.58  -2.07  -1.21
C  2.44  0.82  3.22
Si  0.91  -0.08  2.55
C  2.15  3.45  0.83
C  -0.47  3.15  -0.71
N  -3.54  0.46  2.33
N  -2.71  0.64  0.23
C  -0.47  -2.35  -4.72
S  -2.45  -1.80  1.50
H  -3.77  1.44  2.28
H  1.67  -2.18  3.55
C  -0.49  3.23  2.28
H  1.44  1.72  -1.57
H  -0.31  2.52  -1.58
H  1.99  4.53  0.73
H  2.80  0.31  4.12
H  -1.71  0.79  -4.61
C  -1.37  -0.18  -4.28
Si  0.48  2.57  0.81
H  2.26  -2.07  1.88
N  0.73  -1.37  -0.40
H  -0.10  -3.12  -5.39
C  2.29  -0.08  -2.29
N  -1.01  -1.72  -2.49
H  0.58  -2.54  2.19
C  1.52  0.65  -1.44
H  -1.54  3.16  -0.49
H  -0.82  -0.88  -6.24
H  -2.46  1.33  -2.22
H  0.09  -4.34  -0.64

Results of the natural (NBO) charge analysis, in e, for atoms 1 through 2: 0.2336, 0.1745



(7)
2 unconnected molecules or ions with the total composition C4H11O, computed with the ωB97M-V functional and the def2-TZVPD basis.

Its charge is -1. The value obtained for the orbital gap is 6.23 eV. The HOMO energy is -2.1 eV. For the energy above the lowest of the compared OMol25 structures with the same formula, charge and spin, the calculation gives 30.8 kJ/mol.

Positions of all 16 atoms, in Å:
O  -1.31  1.51  0.39
H  1.48  -2.33  -1.20
H  2.34  -1.07  0.86
C  1.37  -0.86  0.44
H  0.48  0.97  -0.24
H  -2.92  2.19  -0.71
H  0.79  -2.95  0.40
H  -3.31  1.06  0.60
C  1.40  0.40  -0.42
H  -2.88  2.76  0.97
C  0.91  -2.11  -0.30
C  -2.62  1.89  0.33
H  0.69  -0.69  1.27
H  1.41  0.21  -1.50
H  -0.12  -1.97  -0.63
H  2.28  1.01  -0.25

Results of the natural (NBO) charge analysis, in e, for atoms 1 through 2: -1.0053, 0.1853



(8)
10 unconnected molecules or ions with the total composition C27H71N3O10, computed with the ωB97M-V functional and the def2-TZVPD basis.

The value obtained for the orbital gap is 8.45 eV. The HOMO energy is -8.3 eV. For the energy above the lowest of the compared OMol25 structures with the same formula, charge and spin, the calculation gives 464.9 kJ/mol. As for the SMILES: CC1(C)CCCC(C)(C)N1O.CC1(C)CCCC(C)(C)N1O.CC1(C)CCCC(C)(C)N1O.O.O.O.O.O.O.O.

Positions of all 111 atoms, in Å:
O  6.29  4.33  4.06
H  5.14  -2.85  5.41
C  -4.17  1.00  -6.22
O  -5.23  0.27  8.08
H  7.59  -5.03  1.16
H  1.72  1.30  0.65
H  -1.22  3.30  -6.97
H  -3.60  1.74  0.68
C  -2.79  -0.93  -8.70
O  -1.54  2.51  -6.53
H  7.04  4.91  3.93
H  -3.78  0.74  -9.66
C  4.21  -4.73  4.73
H  -6.69  5.66  2.98
H  -0.82  0.41  -5.24
C  0.10  1.99  2.09
C  5.80  -3.12  3.54
H  5.13  -2.30  3.31
H  4.54  -2.98  1.29
C  0.85  1.37  3.17
H  6.33  -2.61  0.95
H  6.48  -6.17  4.97
H  6.26  -4.20  5.31
H  -3.80  3.44  -7.26
C  -2.12  0.64  1.78
N  4.91  -5.22  2.44
H  -2.09  4.52  -0.49
H  0.36  -0.73  1.28
C  0.63  1.36  0.76
O  -2.52  4.71  -1.32
C  -1.46  0.01  0.48
C  3.25  -6.72  3.54
C  0.51  0.74  -7.89
C  5.76  -6.72  4.37
C  -1.91  -0.46  2.96
H  7.46  -5.51  2.85
H  3.32  -4.14  4.49
N  -1.40  1.89  2.16
H  5.63  -4.00  0.21
H  0.67  0.30  3.31
H  -5.28  5.16  3.20
H  -0.05  -0.85  -5.94
H  5.32  -7.18  5.26
H  6.16  -7.52  3.74
C  -0.93  -0.23  -6.12
H  0.39  4.00  1.14
H  -2.67  -1.24  3.06
H  -9.80  0.80  4.97
H  -4.41  8.48  0.19
H  0.84  0.72  -8.93
C  -3.57  0.92  1.40
H  8.14  -3.95  2.44
H  -1.91  -0.94  0.17
C  0.53  3.44  2.06
C  5.42  -3.71  4.80
C  -0.95  0.40  -7.55
H  -5.21  -0.57  8.53
O  -1.87  7.92  5.24
H  -5.23  0.76  -6.27
O  5.16  -6.28  1.42
H  -3.45  3.09  -8.95
H  -0.94  7.79  5.40
H  3.43  -7.75  3.87
H  -1.02  -1.07  2.85
H  -4.25  1.00  2.25
H  -0.70  -1.48  -8.60
C  -3.91  2.69  -8.04
H  -4.98  2.61  -8.26
H  -3.16  -1.62  -9.46
C  4.58  -5.84  3.70
H  -1.81  1.88  3.95
C  0.07  -0.05  0.49
C  -1.27  -0.56  -8.72
H  -5.83  0.14  7.35
C  -3.42  1.35  -7.58
H  -1.80  -0.87  -5.97
H  2.50  -6.31  4.20
C  5.55  -3.35  1.08
O  -9.40  1.06  5.80
H  0.43  1.79  4.08
H  -4.80  -0.06  -8.54
H  -1.15  -0.10  -9.70
H  -2.84  -1.43  -7.73
H  -3.23  7.55  0.03
N  -1.91  1.54  -7.48
H  -3.71  0.32  -5.50
H  1.90  1.67  3.19
H  1.61  3.56  2.15
H  0.06  4.10  2.79
O  -5.99  5.62  3.64
H  -1.99  7.73  4.31
C  5.92  -4.16  2.30
H  6.31  3.74  3.31
O  -2.00  2.51  3.25
H  0.23  1.89  -0.09
H  -2.96  3.90  -1.56
C  -3.77  0.28  -8.67
H  1.25  -0.01  -7.62
O  -3.52  8.33  0.50
H  4.30  -6.30  1.00
H  -1.76  -0.10  3.98
H  0.81  1.63  -7.33
H  -4.14  1.85  -5.53
H  -9.98  1.73  6.15
H  2.94  -6.85  2.50
H  0.53  -0.44  -0.42
H  -3.98  -0.02  1.03
H  6.77  -2.63  3.50
H  -1.86  0.73  -0.24
H  4.08  -5.22  5.70
C  7.37  -4.67  2.16

Results of the Mulliken charge analysis, in e, for atoms 1 through 2: -0.6330, 0.3980



Question: What is the formula in the fourth record?
Answer: C19H27ClN6O2



Question: Which formula does entry 4 have?
Answer: C19H27ClN6O2



Repeat the seventh record exactly.
2 unconnected molecules or ions with the total composition C4H11O, computed with the ωB97M-V functional and the def2-TZVPD basis.

Its charge is -1. The value obtained for the orbital gap is 6.23 eV. The HOMO energy is -2.1 eV. For the energy above the lowest of the compared OMol25 structures with the same formula, charge and spin, the calculation gives 30.8 kJ/mol.

Positions of all 16 atoms, in Å:
O  -1.31  1.51  0.39
H  1.48  -2.33  -1.20
H  2.34  -1.07  0.86
C  1.37  -0.86  0.44
H  0.48  0.97  -0.24
H  -2.92  2.19  -0.71
H  0.79  -2.95  0.40
H  -3.31  1.06  0.60
C  1.40  0.40  -0.42
H  -2.88  2.76  0.97
C  0.91  -2.11  -0.30
C  -2.62  1.89  0.33
H  0.69  -0.69  1.27
H  1.41  0.21  -1.50
H  -0.12  -1.97  -0.63
H  2.28  1.01  -0.25

Results of the natural (NBO) charge analysis, in e, for atoms 1 through 2: -1.0053, 0.1853